{"formula": "C40H34IN7O6STi", "method": "ωB97M-V/def2-TZVPD", "elements": ["Ti", "C", "C", "C", "C", "C", "C", "C", "C", "N", "C", "O", "C", "C", "C", "C", "C", "N", "C", "O", "N", "C", "C", "C", "C", "C", "C", "C", "C", "H", "H", "H", "H", "H", "H", "H", "H", "H", "H", "H", "H", "H", "H", "H", "H", "H", "H", "H", "H", "H", "N", "C", "C", "C", "C", "C", "C", "S", "O", "O", "N", "C", "N", "C", "C", "C", "N", "H", "H", "H", "H", "H", "H", "H", "H", "H", "I", "C", "C", "C", "C", "C", "C", "C", "O", "O", "H", "H", "H", "H"], "positions_angstrom": [[-0.297, 0.247, -0.255], [1.074, 2.983, -2.540], [1.946, 1.838, -2.984], [3.205, 2.078, -3.523], [3.966, 1.037, -4.027], [3.432, -0.242, -4.053], [2.173, -0.516, -3.527], [1.571, -1.879, -3.680], [1.451, 0.522, -2.908], [0.198, 0.368, -2.268], [-0.881, 0.238, -3.086], [-0.862, -0.040, -4.295], [-2.102, 0.697, -2.372], [-3.329, 0.970, -2.921], [-4.262, 1.704, -2.171], [-3.891, 2.197, -0.909], [-2.661, 1.861, -0.396], [-1.804, 1.069, -1.096], [-2.053, 2.326, 0.876], [-2.626, 3.107, 1.652], [-0.785, 1.849, 0.988], [-0.079, 2.205, 2.165], [-0.458, 1.738, 3.437], [-1.610, 0.790, 3.590], [0.277, 2.127, 4.549], [1.381, 2.955, 4.433], [1.757, 3.408, 3.181], [1.036, 3.052, 2.049], [1.449, 3.562, 0.694], [1.667, 3.880, -2.352], [0.503, 2.725, -1.651], [0.345, 3.208, -3.324], [3.581, 3.096, -3.564], [4.960, 1.223, -4.421], [3.989, -1.048, -4.520], [0.632, -1.791, -4.231], [2.252, -2.545, -4.215], [1.346, -2.294, -2.709], [-3.551, 0.627, -3.923], [-5.239, 1.930, -2.582], [-4.548, 2.836, -0.334], [-1.494, -0.036, 2.892], [-2.550, 1.296, 3.359], [-1.654, 0.396, 4.608], [-0.013, 1.750, 5.525], [1.954, 3.231, 5.312], [2.627, 4.050, 3.074], [2.393, 4.108, 0.757], [0.684, 4.219, 0.276], [1.574, 2.726, 0.010], [-3.717, -7.097, 2.093], [-3.227, -5.886, 1.569], [-3.529, -4.680, 2.198], [-3.033, -3.486, 1.697], [-2.233, -3.502, 0.570], [-1.917, -4.691, -0.062], [-2.405, -5.886, 0.444], [-1.760, -1.976, -0.220], [-1.809, -0.868, 0.752], [-2.699, -1.856, -1.303], [-0.268, -2.068, -0.783], [0.661, -2.445, 0.174], [0.222, -2.797, 1.408], [1.125, -3.184, 2.296], [2.472, -3.268, 2.007], [2.828, -2.910, 0.718], [1.949, -2.541, -0.200], [-4.578, -6.998, 2.604], [-3.752, -7.846, 1.422], [-4.159, -4.684, 3.081], [-3.250, -2.533, 2.165], [-1.289, -4.668, -0.945], [-2.161, -6.825, -0.040], [0.726, -3.453, 3.270], [3.205, -3.553, 2.748], [3.865, -2.919, 0.391], [8.212, 1.758, 0.045], [6.215, 1.216, 0.491], [5.285, 1.186, -0.538], [3.974, 0.856, -0.246], [3.585, 0.554, 1.063], [4.540, 0.616, 2.078], [5.854, 0.946, 1.802], [2.193, 0.158, 1.385], [1.887, -0.234, 2.503], [1.339, 0.235, 0.400], [5.572, 1.409, -1.556], [3.239, 0.810, -1.038], [4.223, 0.408, 3.093], [6.590, 0.989, 2.594]], "homo_ev": [0.410, -2.818], "e_above_lowest_kj_mol": 124.8, "charge": -2, "multiplicity": 3}